6 unconnected molecules or ions with the total composition C24H59O23P6. Source: the Open Molecules 2025 dataset; level of theory: wB97M-V/def2-TZVPD.

Bonds (Å) are listed after each position.
Positions of all 112 atoms, in Å:
1 C 1.405 -0.182 7.227  C2 1.412, C13 1.401, H14 1.093
2 C 0.784 0.504 6.160  C1 1.412, C3 1.394, H15 1.094
3 C -0.196 -0.184 5.445  C2 1.394, C4 1.423, H16 1.096
4 C -0.571 -1.528 5.721  C3 1.423, O5 1.361, C12 1.413
5 O -1.560 -2.058 4.951  C4 1.361, C6 1.454
6 C -2.519 -2.854 5.700  O5 1.454, P7 1.907, H17 1.111, H18 1.108
7 P -3.722 -1.863 6.799  C6 1.907, O8 1.739, O11 1.743, H19 1.465, H20 1.463, H21 1.463
8 O -4.121 -0.781 5.498  P7 1.739, C9 1.432
9 C -5.507 -0.513 5.737  O8 1.432, C10 1.598, H22 1.107, H23 1.109
10 C -6.103 -1.966 6.036  C9 1.598, O11 1.458, H24 1.100, H25 1.107
11 O -5.101 -2.897 6.541  P7 1.743, C10 1.458
12 C 0.074 -2.205 6.780  C4 1.413, C13 1.400, H26 1.092
13 C 1.049 -1.509 7.505  C1 1.401, C12 1.400, H27 1.096
14 H 2.159 0.324 7.835  C1 1.093
15 H 1.047 1.531 5.891  C2 1.094
16 H -0.705 0.357 4.639  C3 1.096
17 H -3.138 -3.370 4.935  C6 1.111
18 H -2.037 -3.676 6.265  C6 1.108
19 H -4.594 -1.224 7.789  P7 1.465
20 H -2.764 -0.837 7.211  P7 1.463
21 H -3.171 -2.601 7.935  P7 1.463
22 H -5.517 0.222 6.564  C9 1.107
23 H -5.986 -0.058 4.847  C9 1.109
24 H -6.951 -1.992 6.736  C10 1.100
25 H -6.255 -2.346 5.007  C10 1.107
26 H -0.213 -3.238 6.987  C12 1.092
27 H 1.560 -1.975 8.355  C13 1.096
28 C -8.601 1.268 2.143  O29 1.414, H36 1.090, H37 1.088, H38 1.093
29 O -9.502 0.515 2.930  C28 1.414, P30 1.681
30 P -9.765 -1.143 2.848  O29 1.681, O31 1.495, O32 1.639, O34 1.690
31 O -8.965 -1.497 4.061  P30 1.495
32 O -8.873 -1.311 1.483  P30 1.639, C33 1.423
33 C -9.375 -0.807 0.251  O32 1.423, H39 1.090, H40 1.093, H41 1.091
34 O -10.423 -2.670 2.546  P30 1.690, C35 1.432
35 C -11.442 -3.089 3.461  O34 1.432, H42 1.091, H43 1.091, H44 1.089
36 H -8.394 2.186 2.692  C28 1.090
37 H -7.666 0.740 1.964  C28 1.088
38 H -9.076 1.562 1.204  C28 1.093
39 H -8.601 -0.206 -0.226  C33 1.090
40 H -10.268 -0.192 0.391  C33 1.093
41 H -9.608 -1.640 -0.415  C33 1.091
42 H -12.262 -2.370 3.475  C35 1.091
43 H -11.030 -3.201 4.465  C35 1.091
44 H -11.821 -4.052 3.123  C35 1.089
45 C 3.352 4.222 1.081  O46 1.412, H53 1.090, H54 1.088, H55 1.092
46 O 2.580 3.400 1.932  C45 1.412, P47 1.680
47 P 2.531 1.721 1.926  O46 1.680, O48 1.496, O49 1.638, O51 1.679
48 O 3.405 1.517 3.123  P47 1.496
49 O 3.394 1.581 0.541  P47 1.638, C50 1.427
50 C 2.798 1.966 -0.697  O49 1.427, H56 1.090, H57 1.093, H58 1.090
51 O 2.003 0.138 1.732  P47 1.679, C52 1.444
52 C 1.044 -0.322 2.708  O51 1.444, H59 1.088, H60 1.087, H61 1.081
53 H 3.458 5.184 1.583  C45 1.090
54 H 4.339 3.807 0.888  C45 1.088
55 H 2.813 4.409 0.150  C45 1.092
56 H 3.483 2.624 -1.231  C50 1.090
57 H 1.848 2.486 -0.548  C50 1.093
58 H 2.637 1.082 -1.314  C50 1.090
59 H 0.169 0.325 2.705  C52 1.088
60 H 1.486 -0.344 3.700  C52 1.087
61 H 0.743 -1.323 2.431  C52 1.081
62 C 6.296 2.670 -6.298  O63 1.418, H70 1.092, H71 1.088, H72 1.092
63 O 4.916 2.448 -6.531  C62 1.418, P64 1.684
64 P 3.896 1.424 -5.666  O63 1.684, O65 1.503, O66 1.634, O68 1.690
65 O 3.266 2.536 -4.875  P64 1.503
66 O 5.118 0.754 -4.813  P64 1.634, C67 1.426
67 C 6.009 -0.156 -5.454  O66 1.426, H73 1.090, H74 1.093, H75 1.090
68 O 2.856 0.210 -5.119  P64 1.690, C69 1.433
69 C 1.528 0.246 -5.656  O68 1.433, H76 1.091, H77 1.091, H78 1.088
70 H 6.542 3.633 -6.751  C62 1.092
71 H 6.537 2.698 -5.237  C62 1.088
72 H 6.890 1.917 -6.820  C62 1.092
73 H 7.034 0.144 -5.239  C67 1.090
74 H 5.865 -0.178 -6.537  C67 1.093
75 H 5.862 -1.157 -5.048  C67 1.090
76 H 1.554 0.193 -6.745  C69 1.091
77 H 1.015 1.156 -5.342  C69 1.091
78 H 0.987 -0.617 -5.272  C69 1.088
79 C 5.837 8.028 -11.460  O80 1.414, H87 1.090, H88 1.088, H89 1.092
80 O 5.210 7.320 -10.408  C79 1.414, P81 1.676
81 P 5.299 5.672 -10.120  O80 1.676, O82 1.497, O83 1.637, O85 1.680
82 O 6.284 5.746 -8.994  P81 1.497
83 O 6.052 5.339 -11.535  P81 1.637, C84 1.425
84 C 5.328 5.451 -12.758  O83 1.425, H90 1.090, H91 1.093, H92 1.090
85 O 4.895 4.048 -9.976  P81 1.680, C86 1.440
86 C 4.068 3.717 -8.844  O85 1.440, H93 1.092, H94 1.079, H95 1.087
87 H 5.904 9.068 -11.143  C79 1.090
88 H 6.836 7.652 -11.673  C79 1.088
89 H 5.208 8.009 -12.353  C79 1.092
90 H 5.912 6.043 -13.461  C84 1.090
91 H 4.354 5.925 -12.616  C84 1.093
92 H 5.189 4.459 -13.190  C84 1.090
93 H 3.140 4.291 -8.873  C86 1.092
94 H 4.593 3.917 -7.922  C86 1.079
95 H 3.832 2.657 -8.897  C86 1.087
96 C -0.227 -3.638 3.205  O97 1.426, H104 1.088, H105 1.083, H106 1.085
97 O 0.043 -4.795 2.417  C96 1.426, P98 1.669
98 P 0.893 -6.146 2.906  O97 1.669, O99 1.498, O100 1.634, O102 1.693
99 O -0.290 -7.039 3.122  P98 1.498
100 O 1.389 -5.481 4.314  P98 1.634, C101 1.427
101 C 2.354 -4.429 4.297  O100 1.427, H107 1.090, H108 1.093, H109 1.091
102 O 2.101 -7.321 3.063  P98 1.693, C103 1.430
103 C 2.214 -8.230 1.966  O102 1.430, H110 1.092, H111 1.092, H112 1.089
104 H -1.088 -3.140 2.765  C96 1.088
105 H -0.444 -3.880 4.238  C96 1.083
106 H 0.609 -2.950 3.130  C96 1.085
107 H 1.990 -3.608 4.916  C101 1.090
108 H 2.540 -4.059 3.286  C101 1.093
109 H 3.289 -4.786 4.732  C101 1.091
110 H 2.394 -7.688 1.036  C103 1.092
111 H 1.307 -8.830 1.873  C103 1.092
112 H 3.058 -8.890 2.160  C103 1.089

Calculated values
gap between HOMO and LUMO: 0.0932 Eh
maximum force: 8.16 eV/A
molecular weight: 901.6 u
E_HOMO: -3.55 eV
total charge: -1